## P
The following is a DFT calculation (ωB97M-V/def2-TZVPD) of the molecule C4H7NO.

Geometry (Å):
1 O 2.385 -0.701 -0.383
2 N 1.653 0.465 -0.205
3 C 0.420 0.228 -0.003
4 C -0.318 -1.089 -0.028
5 C -1.751 -0.626 -0.279
6 C -0.579 1.338 0.172
7 H 3.267 -0.371 -0.603
8 H 0.057 -1.712 -0.847
9 H -0.166 -1.629 0.917
10 H -1.501 0.954 -0.393
11 H -2.258 -0.555 0.706
12 H -0.314 2.276 -0.318
13 H -0.839 1.519 1.221

## Properties
Charge: 0
LUMO energy: -0.070 eV
Gap between HOMO and LUMO: 8.599 eV
HOMO: -8.67 eV

***

## Q
The following is a DFT calculation (ωB97M-V/def2-TZVPD) of the molecule C4H7NO.

Geometry (Å):
1 C -0.750 0.018 1.939
2 C -0.517 -0.557 -0.288
3 C 0.201 -0.507 -1.451
4 C 1.117 0.604 -1.864
5 H -1.685 -0.638 1.603
6 H -0.015 -0.321 2.655
7 H -0.904 0.972 2.393
8 H 0.840 0.713 0.441
9 H -1.257 -1.360 -0.167
10 H 0.000 -1.257 -2.113
11 H 1.442 0.638 -2.801
12 N -0.045 0.095 0.727
13 O 1.574 1.599 -1.074

## Properties
Charge: 0
SMILES: CN/C=C\C=O
LUMO energy: 0.548 eV
Gap between HOMO and LUMO: 8.686 eV
HOMO: -8.14 eV

***

## R
The following is a DFT calculation (ωB97M-V/def2-TZVPD) of a structure of composition C4H7NO.

Geometry (Å):
1 C -0.441 -1.086 -0.115
2 C 1.062 -0.653 0.041
3 C -0.048 1.299 -0.389
4 C -1.122 0.228 0.117
5 N 0.920 0.715 0.451
6 O -0.025 0.643 1.557
7 H -0.850 -1.600 -1.051
8 H -0.555 -1.699 0.784
9 H 1.478 -1.388 0.690
10 H 1.784 -0.517 -0.816
11 H 0.207 1.183 -1.428
12 H -0.257 2.327 -0.195
13 H -2.152 0.547 0.356

## Properties
Charge: 0
LUMO energy: 0.927 eV
Gap between HOMO and LUMO: 9.863 eV
HOMO: -8.94 eV

***

Relative energies, eV: P 3.307; Q 0.000; R 2.146.

***

## P
The following is a DFT calculation (ωB97M-V/def2-TZVPD) of the molecule C4H7NO.

Geometry (Å):
1 C -1.741 -0.447 0.413
2 C -0.312 -0.456 -0.055
3 C 0.144 0.366 -1.189
4 N 0.516 0.653 0.328
5 C 1.888 0.542 0.568
6 O 2.468 -0.489 0.791
7 H -1.770 -0.567 1.497
8 H -2.295 -1.269 -0.051
9 H -2.231 0.493 0.142
10 H 0.228 -1.394 0.057
11 H 0.924 -0.081 -1.820
12 H -0.054 1.420 -1.025
13 H 2.366 1.544 0.534

## Properties
Charge: 0
SMILES: C[C@H]1CN1C=O
LUMO energy: 0.934 eV
Gap between HOMO and LUMO: 10.735 eV
HOMO: -9.80 eV

***

## Q
The following is a DFT calculation (ωB97M-V/def2-TZVPD) of the molecule C4H7NO.

Geometry (Å):
1 C -1.070 -0.473 1.128
2 C -0.342 -0.574 -0.207
3 N -0.925 0.273 -1.172
4 C 1.120 -0.168 -0.234
5 C 1.283 1.179 -0.354
6 O 0.341 1.934 -0.767
7 H -1.085 0.578 1.432
8 H -0.571 -1.063 1.901
9 H -2.107 -0.814 1.028
10 H -0.310 -1.618 -0.578
11 H -0.476 0.011 -2.062
12 H 1.918 -0.883 -0.133
13 H 2.223 1.617 0.016

## Properties
Charge: 0
LUMO energy (alpha / beta): -1.462 / -0.747 eV
Gap between HOMO and LUMO (alpha / beta): 6.970 / 7.902 eV
HOMO (alpha / beta): -8.43 / -8.65 eV

***

## R
The following is a DFT calculation (ωB97M-V/def2-TZVPD) of the molecule C4H7NO.

Geometry (Å):
1 C -1.837 -0.710 0.169
2 C -0.647 0.028 -0.405
3 O 0.111 0.523 0.693
4 C 1.403 0.928 0.359
5 C 2.240 -0.213 -0.088
6 N 2.851 -1.127 -0.446
7 H -2.438 -0.044 0.794
8 H -2.468 -1.107 -0.632
9 H -1.489 -1.543 0.787
10 H -0.959 0.866 -1.049
11 H -0.031 -0.652 -1.011
12 H 1.849 1.357 1.261
13 H 1.418 1.695 -0.431

## Properties
Charge: 0
SMILES: CCOCC#N
LUMO energy: 0.884 eV
Gap between HOMO and LUMO: 11.703 eV
HOMO: -10.82 eV

***

Relative energies, eV: P 1.771; Q 3.273; R 0.000.

***

## P
The following is a DFT calculation (ωB97M-V/def2-TZVPD) of a structure of composition C4H7NO.

Geometry (Å):
1 C -1.039 -0.185 1.072
2 C -0.228 -0.785 -0.056
3 N -0.429 -0.154 -1.408
4 C 1.128 -0.341 -0.362
5 C 1.445 1.010 0.063
6 O 1.397 2.069 -0.540
7 H -1.006 0.907 1.032
8 H -0.608 -0.515 2.025
9 H -2.081 -0.515 1.036
10 H -0.380 -1.867 -0.136
11 H -0.518 -0.903 -2.088
12 H 0.439 0.337 -1.728
13 H 1.880 0.941 1.090

## Properties
Charge: 0
LUMO energy: 0.471 eV
Gap between HOMO and LUMO: 9.429 eV
HOMO: -8.96 eV

***

## Q
The following is a DFT calculation (ωB97M-V/def2-TZVPD) of the molecule C4H7NO.

Geometry (Å):
1 O 2.294 1.287 -1.081
2 C 1.839 0.240 -0.668
3 N 0.589 0.085 -0.192
4 C -0.512 0.985 -0.007
5 C -1.434 -0.217 0.240
6 C -0.146 -1.046 0.290
7 H 2.399 -0.719 -0.655
8 H -0.312 1.368 1.159
9 H -0.685 1.681 -0.844
10 H -2.006 -0.198 1.172
11 H -2.082 -0.463 -0.589
12 H -0.044 -1.961 -0.316
13 H 0.098 -1.044 1.493

## Properties
Charge: 0
SMILES: O=CN1CCC1
LUMO energy: 0.793 eV
Gap between HOMO and LUMO: 9.930 eV
HOMO: -9.14 eV

***

Relative energies, eV: P 2.240; Q 0.000.

***

## P
The following is a DFT calculation (ωB97M-V/def2-TZVPD) of a structure of composition C4H7NO.

Geometry (Å):
1 C -1.472 0.234 -0.192
2 C -0.139 -1.197 0.268
3 O 0.805 -0.663 1.078
4 C 1.078 0.620 0.605
5 C 1.790 0.633 -0.678
6 N 2.237 0.652 -1.746
7 H -1.816 1.245 0.162
8 H -1.417 0.338 -1.280
9 H -2.254 -0.430 0.112
10 H 0.182 -1.350 -0.766
11 H -0.547 -2.100 0.750
12 H 1.626 1.165 1.383
13 H -0.075 0.851 0.302

## Properties
Charge: 0
LUMO energy: 0.868 eV
Gap between HOMO and LUMO: 10.909 eV
HOMO: -10.04 eV

***

## Q
The following is a DFT calculation (ωB97M-V/def2-TZVPD) of the molecule C4H7NO.

Geometry (Å):
1 O 1.410 0.111 1.393
2 C 1.048 0.393 0.053
3 C 0.495 -0.840 -0.662
4 N -0.852 -0.257 -0.803
5 C -1.322 0.336 0.446
6 C -0.275 1.180 -0.195
7 H 1.018 0.800 1.946
8 H 1.894 0.852 -0.472
9 H 0.500 -1.750 -0.053
10 H 0.918 -1.041 -1.647
11 H -1.155 -0.321 1.304
12 H -2.349 0.693 0.375
13 H -1.330 -0.156 -1.686

## Properties
Charge: 0
LUMO energy: 0.915 eV
Gap between HOMO and LUMO: 8.618 eV
HOMO: -7.70 eV

***

Relative energies, eV: P 0.000; Q 0.237.

***

## P
The following is a DFT calculation (ωB97M-V/def2-TZVPD) of the molecule C4H7NO.

Geometry (Å):
1 C -1.207 -0.704 0.135
2 O -0.079 -1.472 0.540
3 C 1.127 -0.768 0.284
4 C 0.752 0.701 0.206
5 N 0.151 0.905 -1.070
6 C -0.743 0.733 0.020
7 H -1.978 -0.826 0.905
8 H -1.596 -1.085 -0.824
9 H 1.872 -1.056 1.039
10 H 1.517 -1.012 -0.709
11 H 1.261 1.432 0.837
12 H 0.271 1.628 -1.832
13 H -1.350 1.523 0.469

## Properties
Charge: 0
SMILES: C1OC[C@H]2N[C@@H]12
LUMO energy: 1.133 eV
Gap between HOMO and LUMO: 10.157 eV
HOMO: -9.02 eV

***

## Q
The following is a DFT calculation (ωB97M-V/def2-TZVPD) of a structure of composition C4H7NO.

Geometry (Å):
1 O 0.959 2.385 -1.646
2 C 0.357 1.679 -0.877
3 C 0.991 0.505 -0.147
4 N 0.017 -0.478 0.260
5 C -0.440 -1.590 -0.356
6 C -0.874 -0.448 1.286
7 H -0.714 1.847 -0.634
8 H 1.481 0.900 0.757
9 H 1.756 0.047 -0.780
10 H -0.376 -2.538 0.161
11 H -0.702 -1.577 -1.417
12 H -1.931 -0.353 1.074
13 H -0.525 -0.377 2.319

## Properties
Charge: 0
LUMO energy: 0.558 eV
Gap between HOMO and LUMO: 8.762 eV
HOMO: -8.20 eV

***

Relative energies, eV: P 0.000; Q 1.778.